[1]
This record from OMol25 describes 2 unconnected molecules or ions with the total composition C4H11NO in a non-equilibrium geometry. The level of theory is ωB97M-V/def2-TZVPD.

```
17
Properties=species:S:1:pos:R:3:forces:R:3
C -1.137561 -0.539193 -1.303121 -0.243 -0.089 -0.483
C -0.147588 0.457406 -0.761683 -0.523 -0.869 0.926
C 0.806452 0.080149 0.103982 1.375 1.049 -1.378
C 1.803737 1.090988 0.613052 -0.584 0.115 0.861
N 1.056578 -1.232777 0.480445 -1.562 -0.546 0.829
H -1.972491 -0.041347 -1.804900 0.430 -0.021 -0.617
H -0.601681 -1.254653 -1.935778 -0.347 0.158 -0.417
H -1.692671 -1.157738 -0.596716 0.544 -0.013 0.483
H -0.252452 1.500711 -1.020443 -0.034 0.089 0.099
H 1.994585 1.893152 -0.095580 0.410 -0.271 -0.164
H 2.670127 0.583362 1.027094 0.430 0.134 -0.481
H 1.394462 1.604834 1.491002 -0.158 -0.099 0.030
H 0.227576 -1.807029 0.419387 0.199 -0.198 -0.128
H 1.882409 -1.742498 0.231294 0.408 0.417 -0.106
O -2.204127 -0.013593 1.370559 -0.119 0.393 -0.144
H -1.307391 0.333119 1.286481 0.225 -0.111 0.383
H -2.519970 0.245114 0.494928 -0.451 -0.137 0.304
```
Positions in Å, forces in eV/Å.

As for the largest force on an atom: 2.21 eV/Å. The SMILES is C/C=C(/C)N.O. The energy above the lowest of the compared OMol25 structures with the same formula, charge and spin comes out at 32.25 kcal per mole. For the LUMO energy, the calculation gives 0.92 eV. The total charge is 0. Its frontier orbital gap is 9.29 eV.

[2]
This record from OMol25 describes a single C4H11NO molecule in a non-equilibrium geometry. The level of theory is ωB97M-V/def2-TZVPD.

```
17
Properties=species:S:1:pos:R:3:forces:R:3
C -1.430622 -0.219609 0.774501 0.081 1.674 0.216
C -0.309915 0.147014 -0.179168 1.386 1.790 -0.744
C 0.114625 1.632890 -0.048678 3.610 2.328 -0.681
N -0.814598 0.100060 -1.538792 0.355 0.770 -2.684
C 0.915923 -0.801841 -0.138492 0.390 1.032 1.119
O 1.489984 -0.881971 1.168687 -1.277 -0.853 0.708
H -2.298737 0.468113 0.506361 0.979 -1.171 0.605
H -1.627806 -1.238144 0.595178 -0.931 -1.348 -0.149
H -1.136485 -0.122709 1.839340 -0.245 0.218 -0.541
H 1.030745 1.936020 0.680339 -2.329 -1.319 -1.124
H 0.703289 1.810068 -1.098590 -1.480 0.174 2.380
H -0.649693 2.479369 0.105174 0.754 -1.761 -0.441
H -0.830686 -0.850147 -1.951134 0.061 0.843 0.377
H -0.246388 0.774660 -2.191770 -1.508 -2.146 1.650
H 1.794144 -0.570629 -0.775936 -0.858 0.573 0.077
H 0.532642 -1.720332 -0.534322 -0.149 -1.198 0.154
H 0.771233 -1.161641 1.798427 1.159 0.394 -0.921
```
Positions in Å, forces in eV/Å.

As for the largest force on an atom: 4.35 eV/Å. The SMILES is CC(C)(N)CO. The energy above the lowest of the compared OMol25 structures with the same formula, charge and spin comes out at 43.66 kcal per mole. For the LUMO energy, the calculation gives 0.82 eV. The total charge is 0. Its frontier orbital gap is 9.99 eV.

[3]
This record from OMol25 describes 2 unconnected molecules or ions with the total composition C4H11NO in a non-equilibrium geometry. The level of theory is ωB97M-V/def2-TZVPD.

```
17
Properties=species:S:1:pos:R:3:forces:R:3
C -0.152541 -1.927398 1.320605 -0.391 0.618 -0.011
C -0.276101 -0.484017 0.884490 1.629 1.503 -0.236
C 0.830241 0.206243 0.539708 0.048 -0.806 0.546
N 1.002398 1.566589 0.219025 -0.900 -0.708 -0.832
C -0.188999 2.177899 -0.466068 1.872 0.025 1.103
H -1.161498 -2.332541 1.354553 0.167 -0.519 0.081
H 0.491749 -2.489631 0.642356 -0.254 -0.092 -0.152
H 0.325881 -2.021415 2.298927 -0.309 0.049 0.097
H -1.157349 0.143544 0.922391 -0.583 -0.798 0.151
H 1.769026 -0.351244 0.579265 0.039 0.205 -0.095
H 1.821771 1.601369 -0.366800 0.137 0.465 -0.075
H -0.353730 1.746182 -1.449978 -0.434 -0.195 0.055
H -0.979545 2.041811 0.258546 -0.580 0.204 -0.444
H 0.054426 3.232324 -0.569337 -0.327 0.115 -0.050
O -0.945589 -1.249637 -2.006107 -0.333 -0.651 -0.156
H -0.905381 -1.898251 -1.299151 -0.511 -0.482 -0.013
H -0.229008 -0.717338 -1.694968 0.731 1.067 0.030
```
Positions in Å, forces in eV/Å.

As for the largest force on an atom: 2.23 eV/Å. The SMILES is C/C=C/NC.O. The energy above the lowest of the compared OMol25 structures with the same formula, charge and spin comes out at 39.87 kcal per mole. For the LUMO energy, the calculation gives 0.89 eV. The total charge is 0. Its frontier orbital gap is 9.16 eV.

[4]
This record from OMol25 describes a single C4H11NO molecule. The level of theory is ωB97M-V/def2-TZVPD.

```
17
Properties=species:S:1:pos:R:3:forces:R:3
C 0.461258 -1.544964 0.421431 -0.355 0.004 -0.165
C 0.381338 -0.100344 0.904991 0.452 0.043 0.170
C 1.490318 0.762166 0.309331 0.114 0.165 -0.143
O -0.887962 0.536926 0.750441 -0.304 -0.462 0.594
C -1.692502 0.232796 -0.370929 -0.063 0.423 -0.035
N -1.224382 0.904586 -1.559319 0.055 -0.220 -0.172
H 1.414658 -1.999084 0.710531 -0.141 0.182 0.006
H 0.379708 -1.610854 -0.668599 0.063 -0.014 0.056
H -0.349672 -2.142824 0.849921 0.132 0.041 -0.007
H 0.550618 -0.116324 1.988641 -0.177 0.040 -0.084
H 2.475068 0.400206 0.622341 -0.117 0.024 0.000
H 1.468798 0.760656 -0.783559 0.037 -0.069 0.056
H 1.383088 1.803276 0.632131 0.001 -0.198 0.039
H -1.804752 -0.844254 -0.525199 0.262 0.076 -0.166
H -2.694892 0.611276 -0.146049 0.236 0.041 0.201
H -1.003012 1.861036 -1.286509 -0.112 -0.130 -0.193
H -0.347672 0.485726 -1.849599 -0.083 0.055 -0.157
```
Positions in Å, forces in eV/Å.

As for the largest force on an atom: 0.81 eV/Å. The SMILES is CC(C)OCN. The energy above the lowest of the compared OMol25 structures with the same formula, charge and spin comes out at 21.55 kcal per mole. For the LUMO energy, the calculation gives 1.01 eV. The total charge is 0. Its frontier orbital gap is 10.37 eV.

[5]
This record from OMol25 describes a single C4H11NO molecule in a non-equilibrium geometry. The level of theory is ωB97M-V/def2-TZVPD.

```
17
Properties=species:S:1:pos:R:3:forces:R:3
C 1.282507 -0.505137 -1.301726 2.807 0.194 -1.489
C 0.171316 -0.899908 -0.363919 2.494 2.543 1.539
O -0.958932 -1.001688 -1.105375 -1.390 -0.494 -0.642
C 0.174730 0.283644 0.718959 -2.980 1.089 -2.125
C 0.036779 1.799934 0.192929 -0.701 -2.161 -1.478
N -0.848671 0.160494 1.773112 1.028 -0.256 2.180
H 2.136479 -0.086885 -0.674760 -0.915 -0.327 -1.082
H 1.135459 0.106331 -2.254855 -0.765 0.186 1.933
H 1.721441 -1.326532 -1.876501 -0.016 -0.750 0.701
H 0.520034 -1.806993 0.185252 -0.670 0.122 -0.335
H -1.702998 -0.815281 -0.546364 -0.813 0.016 0.437
H 1.049928 0.469496 1.182123 3.729 -1.154 1.244
H 0.527332 1.953664 -0.822963 0.223 0.029 1.769
H 0.438126 2.351634 1.089791 -0.897 0.314 -1.520
H -1.026914 1.856413 -0.132324 0.414 0.875 1.070
H -0.674338 -0.747222 2.285319 -0.333 1.034 -0.781
H -0.504384 0.864216 2.519021 -1.215 -1.262 -1.422
```
Positions in Å, forces in eV/Å.

As for the largest force on an atom: 4.10 eV/Å. The SMILES is C[C@H](O)[C@@H](C)N. The energy above the lowest of the compared OMol25 structures with the same formula, charge and spin comes out at 54.48 kcal per mole. For the LUMO energy, the calculation gives 0.83 eV. The total charge is 0. Its frontier orbital gap is 10.54 eV.

[6]
This record from OMol25 describes 2 unconnected molecules or ions with the total composition C4H11NO in a non-equilibrium geometry. The level of theory is ωB97M-V/def2-TZVPD.

```
17
Properties=species:S:1:pos:R:3:forces:R:3
C -0.075980 2.616240 1.201586 -0.131 -0.033 0.021
C -1.054000 2.092902 0.179263 -0.068 -0.127 0.102
N -1.831844 1.046125 0.578416 0.078 0.282 -0.370
O -1.154488 2.552406 -0.939905 0.115 0.084 0.003
H -0.260196 2.205832 2.197367 0.186 0.009 -0.117
H -0.167815 3.696099 1.241588 0.026 0.134 -0.012
H 0.929904 2.377184 0.853927 -0.017 -0.028 0.146
H -2.396826 0.661110 -0.160353 -0.152 -0.249 0.271
H -1.745039 0.607505 1.474591 -0.035 -0.086 -0.050
C 1.284228 -2.918692 -0.887714 -0.194 -0.129 -0.628
C 0.660339 -1.521559 -0.765941 -0.526 -0.593 0.763
H 2.341883 -2.850891 -1.097009 0.430 0.018 0.345
H 1.115979 -3.543011 -0.015528 0.077 -0.044 0.068
H 0.912996 -3.459827 -1.764545 -0.255 0.052 0.200
H 0.241968 -1.355692 0.237391 0.373 -0.027 -0.074
H -0.223302 -1.434701 -1.399237 0.364 0.354 -0.358
H 1.422201 -0.771035 -0.933896 -0.271 0.382 -0.313
```
Positions in Å, forces in eV/Å.

As for the largest force on an atom: 1.10 eV/Å. The SMILES is CC(N)=O.CC. The energy above the lowest of the compared OMol25 structures with the same formula, charge and spin comes out at 5.47 kcal per mole. For the LUMO energy, the calculation gives 0.81 eV. The total charge is 0. Its frontier orbital gap is 10.64 eV.

[7]
This record from OMol25 describes 2 unconnected molecules or ions with the total composition C4H11NO in a non-equilibrium geometry. The level of theory is ωB97M-V/def2-TZVPD.

```
17
Properties=species:S:1:pos:R:3:forces:R:3
C -2.696855 -0.745859 0.032836 -0.807 0.778 -0.808
C -1.611204 0.259573 -0.137043 1.986 0.679 -0.124
C -0.419631 0.004060 -0.786406 -1.229 0.949 0.745
N 0.772292 0.777198 -0.636644 -1.430 0.121 0.771
C 0.914419 1.370367 0.730509 -3.258 -3.572 -0.702
H -3.712828 -0.295923 -0.060299 0.607 -0.192 -0.148
H -2.617651 -0.996100 1.091795 -0.186 -1.056 -0.215
H -2.609259 -1.536579 -0.741792 -0.059 0.002 1.016
H -1.731898 1.154498 0.543034 0.258 -1.160 -0.896
H -0.410470 -0.809179 -1.533200 0.304 0.337 0.567
H 1.584856 0.355057 -1.019108 0.585 -0.373 -0.246
H -0.143646 1.767440 0.841083 1.937 -0.189 0.897
H 1.604007 2.115669 0.770879 1.997 2.088 -0.023
H 1.171791 0.518957 1.485521 -0.662 1.599 -0.866
O 3.322585 -1.041242 -0.379482 0.460 0.767 -0.888
H 3.967275 -1.759519 -0.461210 -0.850 0.058 0.660
H 2.616222 -1.138414 0.259531 0.346 -0.838 0.259
```
Positions in Å, forces in eV/Å.

As for the largest force on an atom: 4.89 eV/Å. The SMILES is C/C=C/NC.O. The energy above the lowest of the compared OMol25 structures with the same formula, charge and spin comes out at 53.39 kcal per mole. For the LUMO energy, the calculation gives 0.71 eV. The total charge is 0. Its frontier orbital gap is 8.27 eV.

[8]
This record from OMol25 describes a single C4H11NO molecule in a non-equilibrium geometry. The level of theory is ωB97M-V/def2-TZVPD.

```
17
Properties=species:S:1:pos:R:3:forces:R:3
C 0.616819 -0.710297 -1.627148 1.220 1.531 0.841
C 0.574619 -0.814440 -0.074142 -1.364 -0.497 -1.472
O -0.469653 -1.764686 0.273544 0.692 0.176 0.078
C 0.232888 0.499936 0.629881 0.306 1.728 0.275
C -0.919994 1.325328 -0.041310 0.656 -0.712 -0.394
N -0.064589 0.302275 2.034756 -0.488 -0.293 0.495
H 0.131175 0.218566 -1.932210 -0.608 -0.525 -0.323
H 0.289931 -1.605958 -2.136976 -0.187 -0.044 -0.010
H 1.651257 -0.475986 -1.912948 0.002 -0.453 -0.068
H 1.521281 -1.246806 0.220764 0.005 -0.048 0.687
H -1.243448 -1.440761 -0.191474 -0.337 -0.160 -0.039
H 1.053826 1.224225 0.531047 0.381 -0.576 0.346
H -1.563013 0.609227 -0.560211 -0.585 0.573 0.091
H -0.507854 2.024995 -0.767810 0.087 -0.301 -0.442
H -1.426765 2.001660 0.639355 -0.243 -0.605 0.444
H 0.666463 0.435380 2.718905 0.180 -0.077 -0.431
H -0.542941 -0.582656 2.195978 0.284 0.283 -0.078
```
Positions in Å, forces in eV/Å.

As for the largest force on an atom: 2.13 eV/Å. The SMILES is C[C@H](O)[C@@H](C)N. The energy above the lowest of the compared OMol25 structures with the same formula, charge and spin comes out at 27.35 kcal per mole. For the LUMO energy, the calculation gives 1.00 eV. The total charge is 0. Its frontier orbital gap is 9.91 eV.

| no. | HOMO level (Eh) |
| --- | --- |
| 1 | -0.3079 |
| 2 | -0.3370 |
| 3 | -0.3037 |
| 4 | -0.3440 |
| 5 | -0.3566 |
| 6 | -0.3614 |
| 7 | -0.2778 |
| 8 | -0.3272 |